Entry from the Open Molecules 2025 dataset: a molecular structure, C35H36BrCaN6O9P2 (ωB97M-V/def2-TZVPD).

The geometry in XYZ format:
```
90
Properties=species:S:1:pos:R:3
Br 0.605 -6.851 -1.260
Ca 0.114 0.096 1.052
P 0.976 3.681 0.102
P 2.666 1.343 -1.211
O 1.512 4.742 1.060
O -0.593 -1.289 -0.938
O 2.041 0.445 -0.133
O 0.156 4.271 -1.189
O 0.253 2.446 0.632
O 2.209 1.307 -2.631
O -2.637 -2.162 -0.837
O -0.734 -2.039 2.008
O 4.275 1.181 -0.931
N -3.352 1.605 0.207
N 1.354 0.939 3.327
N -2.385 1.174 -0.517
N 3.581 3.329 0.431
N -2.963 -2.246 -3.484
N 1.909 -1.556 2.322
C 3.719 1.405 3.737
C 4.283 -1.067 2.471
C -3.651 1.917 -2.391
C -1.533 -1.870 -1.503
C 2.089 -2.775 1.847
C 2.979 4.049 -1.875
C -1.376 -4.265 1.292
C 3.358 2.677 4.261
C 2.649 0.502 3.333
C -2.434 -4.618 -3.532
C 1.287 -4.738 0.565
C -2.210 0.776 2.214
C 1.013 -3.601 1.370
C -4.577 1.731 3.565
C -2.484 1.744 -4.547
C 0.255 -5.570 0.088
C -1.239 1.688 -3.884
C -2.400 1.674 -1.782
C 2.954 -0.770 2.750
C -0.412 -3.191 1.621
C 1.093 2.165 3.738
C -1.141 -3.842 -3.153
C 5.053 1.015 3.420
C -1.071 -5.353 0.551
C -1.583 -2.326 -2.997
C 2.048 3.092 4.131
C 2.609 3.164 -0.688
C -2.439 0.540 3.547
C -1.191 1.708 -2.495
C 5.310 -0.163 2.761
C -3.580 1.002 4.247
C -3.429 -3.527 -4.006
C -3.307 1.433 1.545
C -3.665 1.909 -3.804
C -4.469 1.888 2.189
H -5.430 2.165 4.070
H 2.287 3.777 -2.700
H -2.410 -4.124 1.658
H -1.694 -0.036 4.117
H -1.838 -6.084 0.258
H -2.301 -5.393 -4.265
H -0.240 1.631 -1.969
H -0.710 -4.216 -2.237
H 2.758 5.103 -1.625
H -3.318 -2.315 -1.535
H -2.847 -5.045 -2.614
H -4.652 2.030 -4.315
H -0.295 1.566 -4.404
H 2.334 -4.984 0.331
H -3.591 0.869 5.329
H -4.537 1.938 -1.759
H 1.766 4.118 4.363
H -2.502 1.502 -5.619
H -0.539 3.668 -1.498
H 4.778 0.851 -1.659
H -3.270 -1.427 -3.994
H 4.145 3.321 4.685
H 4.505 3.451 0.019
H 4.525 -2.031 2.002
H 3.088 -3.283 1.788
H 0.068 2.463 3.664
H -5.282 2.392 1.650
H 3.168 4.130 0.953
H -4.499 -3.623 -3.765
H -0.399 -3.817 -3.927
H -3.364 -3.464 -5.117
H 6.310 -0.432 2.454
H 3.569 2.531 1.057
H -0.929 -1.674 -3.581
H 5.840 1.678 3.772
H 4.010 3.944 -2.189
```

For the energy above the lowest of the compared OMol25 structures with the same formula, charge and spin, the calculation gives 0.000 eV. Its net charge is -1. The frontier orbital gap is 6.11 eV.

Entry from the Open Molecules 2025 dataset: 2 unconnected molecules or ions with the total composition C35H36N2O4P (ωB97M-V/def2-TZVPD).

The geometry in XYZ format:
```
78
Properties=species:S:1:pos:R:3
P 1.791 -3.596 1.878
O 1.893 -3.580 0.383
O 2.971 6.591 3.561
O -2.428 1.946 -4.278
O 1.633 7.671 2.185
N 1.667 0.025 0.979
N 1.996 6.624 2.778
C 4.460 -4.442 1.861
C -0.598 4.046 -3.791
C -0.692 1.798 -0.572
C 0.155 3.412 -4.973
C 1.538 -0.907 1.692
C 0.191 3.068 1.374
C -3.822 -1.031 -1.460
C -0.295 4.364 1.004
C -3.341 -0.161 -2.624
C 1.196 3.025 2.382
C -0.285 2.789 -1.537
C -1.878 1.898 -3.145
C -4.577 0.585 -3.167
C -0.515 -6.953 2.168
C -1.509 0.722 -1.048
C 0.395 -5.988 1.721
C -2.229 0.825 -2.206
C -0.371 -4.459 3.448
C 3.287 -4.351 2.625
C 4.334 -5.721 4.340
C -2.780 -1.079 -3.717
C -1.905 4.685 -4.316
C -0.367 1.884 0.799
C -1.344 -6.674 3.261
C 1.439 -1.994 2.548
C 5.530 -5.229 2.301
C 0.211 5.517 1.567
C -1.288 -5.422 3.885
C 5.454 -5.903 3.523
C 1.699 4.175 2.952
C 0.250 5.167 -3.189
C 1.264 5.440 2.495
C -0.889 2.915 -2.760
C 0.498 -4.768 2.397
C 3.268 -4.926 3.906
H -4.183 -0.406 -0.629
H 4.523 -3.911 0.910
H -2.473 5.126 -3.486
H -1.689 5.478 -5.048
H 2.413 -4.770 4.564
H -2.052 -7.429 3.611
H 0.531 3.472 -1.278
H -3.539 -1.813 -4.010
H -1.600 -0.169 -0.416
H 1.245 4.804 -2.901
H -0.481 2.657 -5.449
H 1.032 -6.176 0.855
H 2.453 4.129 3.727
H -5.355 -0.136 -3.454
H -0.248 5.605 -2.312
H 0.425 4.172 -5.717
H -4.669 -1.652 -1.798
H 1.673 -1.835 3.602
H 0.390 5.971 -3.927
H -4.297 1.176 -4.045
H 4.280 -6.213 5.312
H -3.031 -1.708 -1.106
H -1.962 -5.186 4.708
H -2.497 -0.478 -4.587
H 1.072 2.928 -4.610
H 6.420 -5.334 1.681
H -1.893 -1.607 -3.343
H -2.521 3.924 -4.807
H -0.686 1.094 1.482
H -0.582 -7.913 1.656
H -4.981 1.254 -2.395
H 1.601 2.055 2.652
H -0.323 -3.474 3.914
H -1.101 4.446 0.272
H -0.158 6.501 1.300
H 6.256 -6.569 3.838
```

Its net charge is -1. The frontier orbital gap is 4.75 eV.

Entry from the Open Molecules 2025 dataset: a molecular structure, C35H36N4PdSSb2 (ωB97M-V/def2-TZVPD).

The geometry in XYZ format:
```
79
Properties=species:S:1:pos:R:3
Sb 0.287 -1.679 -1.692
Sb -0.679 1.534 0.248
Pd 0.010 -0.972 0.894
S 1.957 0.152 1.279
N 3.166 0.444 3.595
N -1.587 -2.448 1.460
N 1.123 -0.591 3.744
N 0.077 -1.179 3.082
C 1.171 0.319 -3.926
C -2.040 0.274 -2.303
C -2.378 -3.182 0.677
C 0.431 3.215 -1.977
C 3.710 -3.849 -0.142
C 0.801 -0.140 -6.262
C -2.945 -3.112 3.319
C -2.953 2.246 2.090
C -1.940 -1.144 -1.799
C 1.295 0.687 -5.258
C -1.034 3.752 2.249
C 2.352 4.661 -1.899
C 2.247 -2.323 -1.244
C 2.631 4.239 -0.604
C 4.482 -2.517 -2.012
C 1.810 3.313 0.018
C -1.024 -1.913 5.174
C 2.449 -3.291 -0.252
C -3.086 4.256 3.403
C 0.201 -1.350 -5.945
C 4.716 -3.473 -1.031
C -1.854 -2.448 2.795
C -3.486 -3.885 1.132
C 0.066 -1.734 -4.615
C 0.558 -0.896 -3.618
C -0.869 -1.787 3.696
C 3.226 -1.941 -2.157
C 0.702 2.809 -0.669
C 2.081 -0.021 3.014
C -1.652 2.611 1.736
C -3.672 3.088 2.922
C -2.232 1.322 -1.218
C -3.793 -3.826 2.475
C 1.260 4.148 -2.584
C -1.772 4.576 3.085
H -2.324 -1.895 -2.487
H 5.688 -3.945 -0.971
H 1.546 0.978 -3.151
H 1.041 4.486 -3.589
H -3.413 1.333 1.728
H 2.978 5.410 -2.367
H -0.153 -2.007 -6.729
H -0.025 4.028 1.975
H -4.084 -4.460 0.439
H -2.927 0.250 -2.950
H -2.317 -1.309 -0.797
H 0.876 0.165 -7.297
H -4.655 -4.344 2.874
H -1.940 -1.408 5.490
H 1.777 1.621 -5.517
H 2.026 3.010 1.034
H -4.689 2.838 3.192
H 3.897 0.878 3.049
H 3.485 4.643 -0.077
H 1.655 -3.609 0.412
H 3.342 0.350 4.588
H -2.284 2.331 -1.628
H -0.391 -2.695 -4.390
H -1.224 0.549 -2.971
H -0.422 2.843 -2.528
H 3.902 -4.602 0.611
H -3.140 -3.096 4.381
H 5.271 -2.230 -2.695
H -3.664 4.925 4.028
H 1.209 -0.683 4.750
H -0.208 -1.489 5.752
H 3.049 -1.216 -2.938
H -1.115 -2.964 5.454
H -1.322 5.479 3.476
H -2.103 -3.245 -0.368
H -3.152 1.141 -0.661
```

For the energy above the lowest of the compared OMol25 structures with the same formula, charge and spin, the calculation gives 0.347 eV. Its net charge is +4. The frontier orbital gap is 5.79 eV.

Entry from the Open Molecules 2025 dataset: a molecular structure, C35H37BCl3IN9O2PdS2 (ωB97M-V/def2-TZVPD).

The geometry in XYZ format:
```
91
Properties=species:S:1:pos:R:3
I 5.951 -0.456 2.052
Pd -0.097 0.570 0.422
Cl 2.036 0.208 -5.119
Cl 2.934 2.956 -5.041
Cl -0.605 2.887 -4.367
S 1.299 3.054 -0.615
S 0.733 3.216 1.741
O 1.854 2.951 -2.396
O 1.211 0.795 -2.306
N -1.290 -2.477 1.485
N -0.922 -1.258 -0.471
N 2.456 -0.905 -0.211
N 3.940 3.776 -0.671
N -1.670 4.504 1.342
N 1.983 -0.010 0.670
N 0.076 5.692 0.838
N 2.647 5.332 0.149
N -1.554 -3.508 -0.542
C -1.889 -0.395 -2.524
C -1.210 -1.233 4.917
C -2.651 0.644 -1.744
C -0.328 4.514 1.319
C 3.940 5.811 0.127
C -1.392 -1.457 -4.650
C -0.661 -0.236 2.353
C -2.418 -7.066 -0.222
C -1.425 -2.038 3.813
C -1.987 -3.427 3.998
C -1.489 -7.514 0.705
C 2.135 1.668 -4.297
C -1.199 -2.373 0.145
C -0.560 -5.303 0.809
C -1.045 6.449 0.553
C -0.716 0.053 4.765
C 2.675 4.103 -0.349
C 2.973 0.241 1.508
C -2.084 -0.519 -3.896
C -0.252 -2.162 -2.662
C -1.109 -1.537 2.534
C -0.461 0.540 3.494
C -2.461 -5.739 -0.631
C 1.667 1.751 -2.908
C -2.134 5.720 0.864
C -1.523 -4.854 -0.090
C -2.500 3.386 1.767
C -3.480 -5.266 -1.633
C -0.555 -6.628 1.218
C 4.113 -0.495 1.145
C 3.744 -1.214 0.033
C 4.745 4.856 -0.386
C -0.990 -1.261 -1.900
C -0.451 -2.267 -4.032
C 4.408 2.494 -1.180
B 1.535 6.268 0.834
H -3.505 3.538 1.383
H 4.545 2.542 -2.258
H 0.200 -4.623 1.173
H -3.078 1.388 -2.416
H -1.491 -8.549 1.020
H -2.095 2.456 1.374
H -0.964 7.447 0.163
H -3.182 5.951 0.803
H 3.672 1.731 -0.937
H -0.535 0.678 5.631
H 4.291 -1.917 -0.573
H -2.895 -3.585 3.407
H 4.171 6.797 0.490
H -3.018 -5.020 -2.594
H -1.731 -3.370 -1.525
H 5.349 2.251 -0.692
H -3.452 0.202 -1.151
H -1.623 -3.377 1.790
H 2.837 0.922 2.334
H 0.190 -6.966 1.926
H -4.222 -6.039 -1.819
H -2.810 0.126 -4.380
H -2.252 -3.586 5.041
H -3.139 -7.761 -0.637
H -1.271 -4.209 3.725
H -0.099 1.554 3.408
H 1.888 6.401 1.981
H -1.568 -1.535 -5.715
H -2.527 3.316 2.853
H -2.001 1.182 -1.049
H -3.998 -4.372 -1.281
H 1.886 -1.141 -1.012
H 1.517 7.303 0.216
H 0.117 -2.988 -4.606
H 0.470 -2.806 -2.169
H -1.428 -1.624 5.903
H 5.805 4.839 -0.564
```

For the energy above the lowest of the compared OMol25 structures with the same formula, charge and spin, the calculation gives 0.000 eV. Its spin multiplicity is 5. Its net charge is +1. The frontier orbital gap (spin up / spin down) is 8.00 / 4.33 eV. As for the expectation value of S²: 6.01.